No. 1
A molecular structure, C4H8Cl4N3O9V in a non-equilibrium geometry, computed with ωB97M-V/def2-TZVPD.

Output
2S+1 ... 3
E_HOMO (spin up / spin down) ... -10.56 / -10.56 eV
Total charge ... 0
Frontier orbital gap (spin up / spin down) ... 7.0289 / 7.9850 eV

Cartesian coordinates (Å):
O (-15.5644, -13.9548, -13.8284)
O (-15.2052, -15.7462, -12.8283)
H (-20.0844, -11.1727, -13.7877)
H (-20.5255, -17.2261, -13.9941)
Cl (-20.1073, -8.8943, -14.3819)
O (-18.1729, -13.2987, -13.4512)
H (-20.3532, -12.1675, -16.0763)
Cl (-22.2973, -11.1023, -15.4595)
C (-21.6835, -17.2302, -12.1612)
H (-22.1706, -16.3186, -12.4923)
H (-20.4024, -10.5059, -16.7798)
O (-13.8947, -15.1965, -14.4960)
C (-20.5439, -11.1146, -15.8951)
O (-18.4007, -15.3796, -13.3721)
V (-16.9285, -14.5587, -12.1805)
O (-19.6074, -12.7087, -9.5687)
N (-18.7915, -13.5861, -9.6687)
N (-18.8281, -14.2889, -13.9122)
Cl (-20.3479, -16.6454, -11.1160)
H (-18.7029, -10.6771, -14.7516)
O (-18.3115, -14.1942, -8.7242)
C (-19.7878, -10.6289, -14.6795)
H (-20.3646, -18.6841, -13.0341)
N (-14.7977, -14.9817, -13.7934)
O (-18.3665, -13.8959, -10.8733)
Cl (-22.3593, -18.6374, -14.3544)
O (-19.6898, -14.2396, -14.7070)
C (-21.0721, -17.9269, -13.3680)
H (-22.3225, -17.9114, -11.6123)

Cartesian forces (eV/Å) of the 6 atoms listed first:
O -0.39 0.67 0.09
O -0.36 -0.77 0.66
H -0.11 -0.02 -0.02
H -0.06 0.07 0.04
Cl -0.08 0.09 0.06
O 0.48 0.08 0.21


No. 2
A gas-phase ion, C5H15N2 (charge +1) in a non-equilibrium geometry, computed with ωB97M-V/def2-TZVPD.

Output
2S+1 ... 1
E_HOMO ... -13.68 eV
Total charge ... +1
Frontier orbital gap ... 10.4991 eV

Cartesian coordinates (Å):
H (-1.4600, -0.3628, -0.8065)
H (-1.1239, -1.8507, 0.9962)
H (-1.9124, 1.6209, -1.6148)
H (1.1253, 1.2583, -1.4798)
C (-0.9298, 2.1559, -1.6933)
H (0.1207, -3.0731, 2.4160)
H (-0.7243, 2.2572, -2.7785)
H (-0.1882, -0.9302, -1.7523)
C (-0.3217, -0.2518, -0.9164)
H (-1.0993, 3.2023, -1.3366)
C (0.1452, 1.2710, -1.0866)
H (-0.4301, 2.2268, 0.7200)
H (0.4983, 1.0008, 0.9960)
H (-0.3494, -0.7178, 1.9540)
H (1.8065, -2.3044, 1.9569)
N (0.3349, 1.7069, 0.2984)
H (1.2416, -1.4685, -0.1688)
N (0.6009, -0.7329, 0.1381)
C (-0.1097, -1.4056, 1.2315)
C (0.7297, -2.5583, 1.6368)
H (0.9256, -3.3385, 0.8657)
H (1.1202, 2.2944, 0.4243)

Cartesian forces (eV/Å) of the 6 atoms listed first:
H 1.64 0.46 0.93
H 0.91 0.55 -0.54
H 0.78 0.58 -0.01
H 0.81 0.27 -0.99
C -0.88 0.08 -1.72
H 1.14 0.09 -0.08


No. 3
2 unconnected molecules or ions with the total composition C3H3NS in a non-equilibrium geometry, computed with ωB97M-V/def2-TZVPD.

Output
2S+1 ... 1
E_HOMO ... -9.77 eV
Total charge ... 0
Frontier orbital gap ... 10.0984 eV

Cartesian coordinates (Å):
S (-2.7788, 0.1424, 0.2300)
C (1.3354, 0.2080, 1.3634)
C (2.1633, 0.0230, -1.0394)
H (-3.2493, 0.6328, -0.9283)
H (2.2966, -0.2615, -2.0309)
H (-2.4207, -1.0981, -0.1124)
N (0.8768, 0.3185, 2.4271)
C (1.7768, 0.0349, 0.0906)

Cartesian forces (eV/Å) of the 6 atoms listed first:
S 0.03 0.51 0.69
C -1.19 0.12 2.46
C -0.46 -0.55 0.38
H 0.17 -0.58 -0.13
H 0.49 0.09 -1.09
H -0.18 0.07 -0.56


No. 4
A molecular structure, C17H17ClIn in a non-equilibrium geometry, computed with ωB97M-V/def2-TZVPD.

Output
2S+1 ... 1
E_HOMO ... -3.69 eV
Total charge ... -1
Frontier orbital gap ... 6.2503 eV

Cartesian coordinates (Å):
C (1.4479, 1.8574, 1.1224)
H (-2.4383, -0.7308, -3.5509)
C (0.4410, 2.2765, 0.1960)
H (2.8591, -4.1503, 2.4537)
H (0.6260, 2.5802, -0.8332)
C (-0.4856, 0.4312, -3.6494)
C (-0.5489, 2.0136, 2.2611)
H (1.5412, -1.0097, -1.1250)
H (1.3609, 1.4288, 3.3182)
C (-0.0070, -1.6445, 1.7792)
C (1.2922, -2.9757, 3.3353)
H (2.4185, -3.3671, 0.1481)
Cl (-2.8183, -0.2901, -0.0884)
H (0.2321, -2.2283, -1.3196)
C (-1.8902, 0.1881, -3.3428)
In (-0.8497, 0.2012, -1.2793)
H (-3.5268, 1.6459, -2.8386)
H (-0.4046, -1.7445, 3.8933)
C (0.2453, -2.0817, 3.0767)
H (-0.8993, -1.0626, 1.5410)
C (0.6426, -1.4562, -0.6581)
H (2.4972, 1.7106, 0.8861)
C (-0.8041, 2.3702, 0.9157)
C (-0.2517, 1.8335, -3.4735)
C (1.8547, -2.9446, 0.9798)
H (-1.2927, 2.0157, 3.0682)
H (1.4601, -3.3516, 4.3513)
C (-1.4653, 2.4467, -3.0916)
C (0.8448, 1.7043, 2.3928)
H (0.1861, -0.2725, -4.1420)
H (-1.7645, 2.6509, 0.5050)
C (0.8551, -1.9754, 0.7152)
C (-2.4659, 1.4617, -2.9879)
H (0.6639, 2.3607, -3.7422)
H (-1.6390, 3.5246, -3.0804)
C (2.0835, -3.4161, 2.2639)

Cartesian forces (eV/Å) of the 6 atoms listed first:
C -0.57 -0.06 0.45
H 0.23 0.26 0.31
C -0.19 -0.77 -0.19
H 0.00 0.01 -0.10
H -0.05 0.24 0.23
C -0.42 0.80 -0.37


No. 5
A single C7H8O molecule in a non-equilibrium geometry, computed with ωB97M-V/def2-TZVPD.

Output
2S+1 ... 1
E_HOMO ... -8.92 eV
Total charge ... 0
Frontier orbital gap ... 9.8953 eV

Cartesian coordinates (Å):
H (-2.5193, 0.9607, 1.1967)
C (1.6353, 1.2415, 0.0969)
C (0.2172, -1.2305, -0.1216)
H (3.4963, -0.0748, 0.2007)
H (-0.3054, 2.1065, -0.3302)
C (2.1971, -0.0357, 0.2002)
O (-1.8392, 0.0286, -0.5969)
C (-2.6383, -0.0282, 0.5559)
C (-0.5480, -0.0141, -0.2857)
H (-3.4947, -0.1140, 0.2651)
C (1.5561, -1.1847, 0.0940)
C (0.2181, 1.2256, -0.1626)
H (2.0062, 2.1674, 0.3064)
H (2.3059, -2.1135, -0.0053)
H (-0.2622, -2.0694, -0.2052)
H (-2.3382, -0.9355, 1.0847)

Cartesian forces (eV/Å) of the 6 atoms listed first:
H -0.12 -2.08 -1.01
C -4.65 -3.53 -0.44
C -0.70 5.68 -0.02
H -4.03 0.11 0.35
H -0.86 1.63 -0.12
C 6.84 3.95 0.03


No. 6
A single C10H12O3S molecule in a non-equilibrium geometry, computed with ωB97M-V/def2-TZVPD.

Output
2S+1 ... 1
E_HOMO (spin up / spin down) ... -7.61 / -7.25 eV
Total charge ... 0
Frontier orbital gap (spin up / spin down) ... 8.1507 / 7.8755 eV

Cartesian coordinates (Å):
C (4.6755, -0.9585, 0.1164)
C (1.1032, -0.9359, 0.3132)
C (-0.0445, 0.6371, -1.0284)
C (2.3785, 0.6814, -0.8842)
H (1.0648, -1.6016, 1.1905)
C (-2.8923, 0.0047, -0.0158)
O (-3.7705, -0.3472, -1.0150)
H (3.2311, 1.1817, -1.1507)
S (-1.6527, -1.1659, 0.4224)
H (-2.6546, 2.3664, 2.1367)
H (-5.1602, -1.3050, 0.1173)
H (-0.9296, 0.9097, -1.5738)
H (-1.5844, 0.8290, 2.1920)
C (-0.1346, -0.3838, -0.0987)
H (5.2895, -1.5201, 0.7406)
O (3.3629, -1.1176, 0.5382)
C (1.1627, 1.1572, -1.3141)
C (-2.4325, 1.4008, 1.7550)
H (-5.2504, -1.4641, -1.6538)
C (2.3501, -0.4496, 0.0175)
O (-3.1974, 1.0254, 0.7401)
H (-4.0442, -2.3471, -0.4268)
C (-4.5880, -1.4832, -0.7398)
H (5.1616, 0.1080, 0.3550)
H (1.1100, 1.9129, -2.0394)
H (4.9395, -1.0072, -1.0112)

Cartesian forces (eV/Å) of the 6 atoms listed first:
C 1.76 4.33 -1.81
C -2.09 -0.37 2.53
C -2.08 -1.33 0.80
C -1.35 -2.38 2.23
H 0.07 -0.27 -0.73
C 0.52 -2.09 -1.30


Energy above the lowest of the compared OMol25 structures with the same formula, charge and spin for every record listed, in sequence, given in kJ/mol: 0.0; 189.6; 173.8; 0.0; 332.9; 314.1.